The following is a quantum chemistry calculation of 2 unconnected molecules or ions with the total composition C3H10S at a distorted geometry, from OMol25.

Last column: Löwdin charge in e.
CARTESIAN COORDINATES (ANGSTROEM)
C  0.21969  -0.83521  1.49818  -0.1917
C  1.43548  -0.75010  0.57907  -0.5789
S  1.01715  0.16326  -1.00442  0.6502
H  -0.66556  -1.12128  0.93664  0.0573
H  -0.21683  0.14923  1.79474  0.0689
H  0.55924  -1.32562  2.40760  0.0710
H  2.28095  -0.19242  0.97522  0.0510
H  1.77573  -1.74019  0.28166  0.0573
H  0.18710  0.91472  -0.28293  -0.1849
C  -3.07277  1.02338  -0.19080  -0.0486
H  -2.95224  0.52141  0.77414  0.0122
H  -2.19549  1.66110  -0.27786  0.0010
H  -4.03190  1.52284  -0.24066  0.0159
H  -2.88913  0.27062  -0.95714  0.0193

Properties
E_HOMO: -9.0494 eV
maximum force: 1.78 eV/A
structure (SMILES): CCS.C
energy above the lowest of the compared OMol25 structures with the same formula, charge and spin: 0.524 eV
total energy: -518.45255 a.u.
HOMO-LUMO gap: 10.0 eV
LUMO energy: 0.0356 Ha

---

The following is a quantum chemistry calculation of a single C4H6O2 molecule at a distorted geometry, from OMol25.

Last column: Löwdin charge in e.
CARTESIAN COORDINATES (ANGSTROEM)
C  -1.14040  -0.81966  -1.11479  -0.0062
C  0.19957  -0.37184  -0.60445  -0.4573
O  1.14882  -0.29119  -1.35931  0.0691
C  0.51685  -0.06125  0.84357  -0.0792
C  0.64156  1.41390  1.14370  -0.2559
O  0.34932  1.92482  2.19508  0.0588
H  -1.98973  -0.35168  -0.61204  0.0854
H  -1.21706  -1.90611  -0.98304  0.0950
H  -1.15084  -0.60931  -2.18611  0.0878
H  -0.06035  -0.56791  1.62750  0.1334
H  1.57478  -0.34091  0.72464  0.1363
H  1.12748  1.98113  0.32526  0.1327

Properties
E_HOMO: -9.9690 eV
maximum force: 1.21 eV/A
structure (SMILES): CC(=O)CC=O
energy above the lowest of the compared OMol25 structures with the same formula, charge and spin: 1.065 eV
total energy: -306.46716 a.u.
HOMO-LUMO gap: 10.6 eV
LUMO energy: 0.0222 Ha

---

The following is a quantum chemistry calculation of 10 unconnected molecules or ions with the total composition C3H26O10 at a distorted geometry, from OMol25.

Last column: Löwdin charge in e.
CARTESIAN COORDINATES (ANGSTROEM)
C  -1.73506  -3.67104  -12.67767  -0.1318
O  -2.73589  -2.99205  -11.86616  -0.1419
H  -2.16450  -4.60598  -13.03763  0.0714
H  -1.28322  -3.02073  -13.42669  0.0815
H  -0.96211  -4.03501  -12.00078  0.0669
H  -2.98965  -3.61723  -11.18326  0.0446
C  -1.72206  0.22559  -4.76664  -0.1706
O  -3.03476  0.42187  -4.27380  -0.1162
H  -1.18020  -0.41493  -4.07078  0.0649
H  -1.61680  -0.34896  -5.68692  0.0785
H  -1.20008  1.18156  -4.72464  0.0767
H  -3.59933  -0.02537  -4.90850  0.0577
C  -4.02548  1.31674  -8.90494  -0.1504
O  -2.94963  1.56300  -9.82662  -0.1278
H  -3.69876  1.82565  -7.99810  0.0799
H  -4.91113  1.85987  -9.23467  0.0708
H  -4.34080  0.27734  -8.81377  0.0751
H  -3.36988  1.32908  -10.65745  0.0675
O  -3.72807  -3.79261  -7.38815  -0.0416
H  -4.49080  -3.32354  -7.04985  0.0213
H  -3.18203  -3.95001  -6.61788  0.0369
O  -7.25699  -5.21523  -9.48073  -0.0387
H  -6.33811  -5.29915  -9.73540  0.0232
H  -7.68058  -5.98914  -9.85206  0.0388
O  -3.52037  -6.19218  -10.08849  -0.0476
H  -3.61729  -5.77014  -9.23483  0.0113
H  -2.65433  -6.59875  -10.05825  0.0373
O  -0.33331  -1.24436  -9.43393  -0.0538
H  -0.98822  -1.86578  -9.75201  0.0116
H  -0.74099  -0.38602  -9.54929  0.0179
O  -7.96523  -4.20560  -6.19383  -0.0431
H  -8.57984  -4.80910  -5.77637  0.0372
H  -7.71260  -4.64423  -7.00625  0.0100
O  -1.40088  -4.81043  -3.07875  -0.0550
H  -0.88490  -5.60765  -3.19885  0.0264
H  -1.00535  -4.38051  -2.32050  0.0290
O  -6.35794  -1.21536  -5.87769  -0.0507
H  -7.05478  -0.62201  -6.15802  0.0337
H  -6.78262  -2.07075  -5.81316  -0.0008

Properties
E_HOMO: -9.8782 eV
maximum force: 1.84 eV/A
structure (SMILES): CO.CO.CO.O.O.O.O.O.O.O
energy above the lowest of the compared OMol25 structures with the same formula, charge and spin: 2.672 eV
total energy: -882.20838 a.u.
HOMO-LUMO gap: 10.0 eV
LUMO energy: 0.0062 Ha